# 1
11 unconnected molecules or ions with the total composition C34H68Br10O12S6. Source: the Open Molecules 2025 dataset; level of theory: the ωB97M-V functional and the def2-TZVPD basis.

Element x y z (Å)
O  0.52696  -3.74669  -0.06147
S  0.20068  -4.31876  -1.39251
O  0.38689  -3.47366  -2.59753
C  1.14667  -5.91845  -1.47808
C  0.10004  -7.02375  -1.14563
C  -1.31541  -6.60331  -1.66092
C  -1.48294  -5.10241  -1.33798
H  1.99103  -5.85101  -0.78409
H  1.38433  -6.02582  -2.52922
H  0.37937  -8.01328  -1.48695
H  0.06302  -7.22701  -0.06921
H  -2.05818  -7.26564  -1.26410
H  -1.35867  -6.71197  -2.74788
H  -1.78610  -4.87906  -0.29352
H  -2.06713  -4.57908  -2.08581
O  -0.69151  0.16588  4.76663
S  0.44225  -0.68584  4.34775
O  1.18068  -0.26263  3.12774
C  1.59653  -0.97909  5.62290
C  1.01981  -2.22643  6.35298
C  0.65005  -3.19895  5.26103
C  -0.06996  -2.39275  4.22139
H  1.72679  -0.08322  6.20870
H  2.53543  -1.21667  5.08984
H  1.73381  -2.75306  7.02740
H  0.09536  -1.96803  6.87329
H  -0.01462  -3.97331  5.59761
H  1.49789  -3.79751  4.89418
H  -1.17075  -2.31060  4.31357
H  0.11923  -2.71918  3.18010
O  4.13393  2.38532  -0.66398
S  4.38000  2.15784  -2.04962
O  5.21510  0.98558  -2.38474
C  2.77985  2.07911  -2.93966
C  2.96289  3.14041  -4.08842
C  4.41067  3.47323  -4.31477
C  5.07381  3.64141  -2.92309
H  1.99132  2.38787  -2.24463
H  2.60148  1.06372  -3.26239
H  2.60755  2.77060  -5.04641
H  2.36567  3.99218  -3.78970
H  4.62366  4.31565  -4.98638
H  4.78967  2.57363  -4.83727
H  4.65646  4.50623  -2.40556
H  6.15369  3.61344  -2.80595
O  -3.12316  0.73278  0.57883
S  -1.95720  0.02797  1.00553
O  -2.08411  -0.81703  2.18535
C  -1.35531  -1.04526  -0.37704
C  -0.08022  -0.31294  -0.93207
C  0.59914  0.53945  0.19030
C  -0.51453  1.08355  1.05843
H  -2.10068  -1.08804  -1.15018
H  -1.11321  -2.06339  -0.06586
H  0.70350  -1.03061  -1.24401
H  -0.30026  0.35036  -1.77175
H  1.26469  1.28243  -0.25734
H  1.25080  -0.09665  0.83586
H  -0.90537  2.05983  0.83915
H  -0.22593  1.11719  2.10720
O  -3.01335  5.28167  5.08986
S  -1.94218  4.34301  4.89611
O  -0.56283  4.77254  4.96490
C  -2.23938  3.13711  6.12033
C  -3.11775  2.04956  5.52932
C  -3.49908  2.46849  4.06839
C  -2.40956  3.36110  3.48352
H  -2.76649  3.65225  6.88311
H  -1.26881  2.79235  6.41532
H  -2.59657  1.07569  5.50337
H  -4.06096  1.93428  6.10132
H  -4.38346  3.03470  4.06326
H  -3.84618  1.56458  3.57890
H  -2.74660  4.03337  2.70373
H  -1.55319  2.75420  3.13820
O  4.00783  -4.64142  0.95769
S  4.03280  -3.40420  1.71748
O  3.74532  -3.38543  3.13260
C  5.66265  -2.57849  1.45303
C  5.30629  -1.11067  1.03076
C  4.10173  -1.24573  0.10121
C  3.04004  -2.06896  0.98399
H  6.22987  -3.04460  0.66417
H  6.32744  -2.59775  2.35392
H  5.09657  -0.50117  1.92225
H  6.13113  -0.64126  0.52250
H  4.28202  -1.90674  -0.77485
H  3.74534  -0.29727  -0.20396
H  2.20990  -2.38647  0.34598
H  2.79499  -1.42259  1.81767
Br  -0.26786  4.42654  -0.94235
C  1.22114  4.91942  0.28305
C  2.28986  5.64995  -0.52448
Br  3.67254  6.22235  0.76913
H  1.54476  3.98203  0.76184
H  0.87525  5.56078  1.08747
H  1.72610  6.50333  -0.98113
H  2.68838  4.94683  -1.24452
Br  2.39697  -1.29015  -5.30183
C  0.60708  -2.13490  -5.34491
C  -0.10518  -2.04593  -6.65596
Br  -1.70760  -3.22601  -6.48699
H  0.06695  -1.81512  -4.45902
H  0.78942  -3.20434  -5.21092
H  0.52687  -2.47588  -7.39808
H  -0.39792  -1.02236  -7.00838
Br  -4.19820  -2.79429  0.17233
C  -4.91990  -2.08705  1.86516
C  -5.85090  -0.99128  1.37673
Br  -6.65367  0.05838  2.84968
H  -4.10237  -1.70191  2.47400
H  -5.36869  -2.97804  2.30833
H  -6.70134  -1.35943  0.76560
H  -5.32421  -0.24983  0.76184
Br  -0.87080  1.61172  -4.88438
C  -1.80900  3.06444  -5.96909
C  -2.90535  2.39919  -6.71012
Br  -3.99102  3.61361  -7.81740
H  -0.96512  3.50670  -6.52551
H  -2.28504  3.80509  -5.29818
H  -3.58760  1.98399  -5.95329
H  -2.48727  1.69411  -7.42699
Br  -5.88028  4.46041  -1.01316
C  -4.31487  3.27028  -1.05169
C  -4.52693  1.95467  -1.75845
Br  -4.98216  2.22643  -3.63273
H  -3.96240  3.19896  0.00093
H  -3.57445  3.83171  -1.60011
H  -5.31303  1.44233  -1.27311
H  -3.62510  1.33651  -1.77740

Forces on atoms 1 to 3 (eV/Å):
O -0.8560 -0.4900 -1.8473
S 1.0632 -0.1212 0.4738
O -0.4232 -1.3884 1.8420

Values from the calculation:
multiplicity: 1
SMILES: O=S1(=O)CCCC1.O=S1(=O)CCCC1.O=S1(=O)CCCC1.O=S1(=O)CCCC1.O=S1(=O)CCCC1.O=S1(=O)CCCC1.BrCCBr.BrCCBr.BrCCBr.BrCCBr.BrCCBr
HOMO energy: -9.92 eV
total charge: 0
DFT total energy: -826365.1533 eV
energy above the lowest of the compared OMol25 structures with the same formula, charge and spin: 17.2 kcal per mole

# 2
A gas-phase ion, C9H9N2O3S (charge +1). Source: the Open Molecules 2025 dataset; level of theory: the ωB97M-V functional and the def2-TZVPD basis.

Element x y z (Å)
C  3.09380  -1.80864  0.28077
C  2.06509  -1.32493  -0.48299
C  1.66455  -0.48286  1.57738
C  -0.44890  0.95202  2.16400
C  0.71748  0.42252  2.75141
C  -0.68262  0.79134  0.85065
C  -1.89860  1.42016  0.29448
C  1.83266  -1.54923  -1.91361
C  -3.52072  1.28639  -1.53102
N  1.25171  -0.54899  0.33678
N  0.13925  0.18762  -0.05305
O  1.14287  0.46155  3.83043
O  -2.56640  2.19210  0.87471
O  -2.12390  1.00627  -0.98654
S  3.01100  -1.39631  1.93075
H  3.88850  -2.56775  -0.07124
H  -1.12720  1.61732  2.80460
H  0.78293  -1.96745  -2.09303
H  1.89068  -0.44751  -2.34308
H  2.64557  -1.97075  -2.35124
H  -3.41852  1.11089  -2.67392
H  -3.75366  2.20430  -1.00861
H  -4.20438  0.45091  -1.19622
H  -0.38118  -0.03894  -0.99142

Forces on atoms 1 to 3 (eV/Å):
C 1.0979 -1.9960 -1.3710
C 1.1359 -0.8027 0.9265
C -2.4700 1.9609 3.0702

Values from the calculation:
multiplicity: 1
HOMO energy: -13.43 eV
total charge: +1
DFT total energy: -29427.4934 eV
energy above the lowest of the compared OMol25 structures with the same formula, charge and spin: 0.0 kcal per mole

# 3
C2H5NS in the gas phase. Source: the Open Molecules 2025 dataset; level of theory: the ωB97M-V functional and the def2-TZVPD basis.

Element x y z (Å)
H  -2.86433  1.33117  0.00556
N  -2.48400  0.41576  0.06171
C  -1.16290  0.35910  -0.03984
S  -0.25124  -1.09808  -0.17554
C  1.52695  -0.64752  -0.07756
H  -0.46117  1.24153  0.24171
H  2.00747  -1.36668  0.54569
H  1.53311  0.39334  0.41337
H  2.15611  -0.62864  -0.97512

Forces on atoms 1 to 3 (eV/Å):
H 0.0962 1.1489 0.4627
N 3.9597 -2.0793 -1.2631
C -2.0071 2.5692 1.9158

Values from the calculation:
multiplicity: 1
SMILES: [H]/N=C/SC
HOMO energy: -9.02 eV
total charge: 0
DFT total energy: -14479.1299 eV
energy above the lowest of the compared OMol25 structures with the same formula, charge and spin: 27.8 kcal per mole

# 4
A molecular structure, C33H30AsN7O6Os. Source: the Open Molecules 2025 dataset; level of theory: the ωB97M-V functional and the def2-TZVPD basis.

Element x y z (Å)
Os  -0.16728  -0.23231  -0.34895
O  1.81408  3.81268  0.32286
C  2.52836  3.50213  1.36739
C  3.34844  4.49074  1.92344
C  4.09099  4.19012  3.02600
C  4.02319  2.90178  3.64875
C  3.22379  1.93194  3.13705
C  2.47277  2.18346  1.96620
C  1.68734  1.17036  1.35543
O  1.18882  1.34504  0.16073
N  1.47691  0.06635  2.07451
N  0.67889  -0.79202  1.38534
C  0.46082  -1.95525  1.98820
C  -0.23923  -3.03024  1.46169
C  -0.43850  -4.14788  2.32759
C  -1.09205  -5.25060  1.90213
C  -1.56179  -5.29997  0.56612
C  -1.37394  -4.25731  -0.30490
C  -0.72028  -3.09247  0.10900
O  -0.56426  -2.13086  -0.78252
H  1.32206  3.00650  0.03024
H  3.37534  5.46537  1.45199
H  4.74092  4.94850  3.44709
H  4.61387  2.69884  4.53399
H  3.15888  0.95724  3.60413
H  0.88698  -2.04886  2.98168
H  -0.05329  -4.10055  3.34252
H  -1.24918  -6.08774  2.56779
H  -2.08458  -6.18499  0.22347
H  -1.73101  -4.29693  -1.32711
N  1.35568  -0.06968  -2.45150
N  0.58595  0.15095  -3.58489
C  -0.75786  0.18629  -3.49256
N  -1.45731  0.26294  -4.60775
N  -1.24861  0.09516  -2.25005
N  -2.61134  -0.08339  -2.05524
O  -2.90800  -0.36747  -0.90321
O  -3.42248  0.09525  -2.95222
H  1.82094  0.77926  -2.16339
H  2.03878  -0.79119  -2.64283
H  1.02945  0.22736  -4.47881
H  -1.01380  0.24869  -5.51051
H  -2.45659  0.32351  -4.53712
O  -1.30355  1.65650  0.20229
As  -2.70015  2.26173  0.92971
C  -2.12605  3.92400  1.68172
C  -1.41151  4.79233  0.85508
C  -0.89819  5.96823  1.38125
C  -1.08393  6.26620  2.72818
C  -1.77328  5.38824  3.55267
C  -2.29626  4.21003  3.03296
C  -4.14577  2.55863  -0.28155
C  -4.18447  3.72118  -1.05051
C  -5.25198  3.93294  -1.90893
C  -6.27301  2.99284  -1.99322
C  -6.23391  1.83789  -1.22089
C  -5.17110  1.61694  -0.35664
C  -3.37448  1.12815  2.30351
C  -4.47732  1.53427  3.04997
C  -4.96111  0.70477  4.05124
C  -4.35310  -0.52235  4.29279
C  -3.26329  -0.92979  3.53455
C  -2.76942  -0.10068  2.53708
H  -1.23895  4.53896  -0.18186
H  -0.35312  6.65459  0.74249
H  -0.68830  7.18933  3.13588
H  -1.90949  5.62040  4.60244
H  -2.82511  3.52315  3.67851
H  -3.40133  4.45984  -0.97427
H  -5.29800  4.84149  -2.49704
H  -7.11159  3.16872  -2.65661
H  -7.03497  1.11017  -1.28797
H  -5.13990  0.72136  0.24763
H  -4.96264  2.48137  2.84603
H  -5.81571  1.01171  4.64093
H  -4.73758  -1.16823  5.07428
H  -2.80274  -1.89386  3.72020
H  -1.92883  -0.40312  1.93122

Forces on atoms 1 to 3 (eV/Å):
Os -0.8458 0.2966 -0.0493
O -0.1722 0.0212 -0.3275
C 0.1236 -0.3290 0.3148

Values from the calculation:
multiplicity: 5
HOMO energy (alpha / beta): -13.01 / -13.47 eV
total charge: +2
expectation value of S²: 6.073
DFT total energy: -120710.1480 eV
energy above the lowest of the compared OMol25 structures with the same formula, charge and spin: 5.1 kcal per mole

# 5
C4H11NSi2 in the gas phase. Source: the Open Molecules 2025 dataset; level of theory: the ωB97M-V functional and the def2-TZVPD basis.

Element x y z (Å)
C  3.04476  0.84737  0.56094
C  1.71990  0.99679  0.68874
Si  0.34603  0.77151  -0.55689
N  -1.01904  -0.20141  -0.29109
Si  -2.81067  1.00495  0.39622
C  -0.97962  -1.63370  -0.46800
C  0.13763  -2.37436  -0.41420
H  3.73272  0.90279  1.39298
H  3.64616  0.36048  -0.23393
H  1.42026  1.46109  1.69492
H  -0.23606  2.08689  -0.97876
H  1.19499  0.09628  -1.61716
H  -3.64468  1.42987  -0.84821
H  -3.54626  -0.14965  0.97660
H  -2.31137  1.90422  1.37212
H  -1.91173  -2.10083  -0.67093
H  0.15189  -3.42204  -0.75340
H  1.06511  -1.98023  -0.24995

Forces on atoms 1 to 3 (eV/Å):
C 0.4423 -1.5699 -0.1557
C -0.1147 1.3795 1.8563
Si 1.3321 -0.3482 -1.3323

Values from the calculation:
multiplicity: 1
SMILES: C=C[SiH2]N([SiH3])C=C
HOMO energy: -8.13 eV
total charge: 0
DFT total energy: -21568.5487 eV
energy above the lowest of the compared OMol25 structures with the same formula, charge and spin: 47.7 kcal per mole

# 6
6 unconnected molecules or ions with the total composition C18H54O24P6. Source: the Open Molecules 2025 dataset; level of theory: the ωB97M-V functional and the def2-TZVPD basis.

Element x y z (Å)
C  -11.34317  -3.34930  23.16380
O  -12.38044  -2.39078  23.39308
P  -13.93052  -2.69742  23.00106
O  -14.91578  -1.67302  23.36527
O  -13.79496  -3.09679  21.49324
C  -14.15263  -2.24339  20.37371
O  -14.18847  -4.20586  23.60917
C  -15.52385  -4.63935  23.69482
H  -10.30999  -3.00516  23.21085
H  -11.32082  -3.66980  22.12222
H  -11.45473  -4.28995  23.70309
H  -14.49859  -2.92181  19.59387
H  -13.28475  -1.64263  20.10173
H  -14.91299  -1.47258  20.49938
H  -15.47162  -5.57067  24.25875
H  -15.80744  -5.02737  22.71650
H  -16.25899  -3.91815  24.05194
C  -22.14357  -10.96284  27.48180
O  -21.19708  -11.31063  28.42762
P  -21.16939  -10.57596  29.92148
O  -19.95202  -9.76378  30.15207
O  -21.37714  -11.71132  31.00047
C  -22.67974  -12.34637  31.18350
O  -22.57283  -9.77150  29.95698
C  -22.87689  -8.97033  31.08867
H  -21.90242  -9.94004  27.19226
H  -23.14216  -11.12383  27.88802
H  -21.95912  -11.51041  26.55755
H  -23.41503  -12.05974  30.43165
H  -23.13705  -12.23525  32.16667
H  -22.49114  -13.40041  30.97968
H  -22.23884  -9.24101  31.92993
H  -23.95773  -9.00330  31.22576
H  -22.68488  -7.99391  30.64389
C  -17.10987  -8.93332  29.20795
O  -16.24379  -7.87218  29.11420
P  -16.20135  -6.86919  27.80162
O  -16.17328  -7.46645  26.41838
O  -17.48314  -5.82458  28.13403
C  -18.72786  -5.88470  27.44028
O  -14.93064  -5.93156  28.09804
C  -14.78684  -4.85869  28.93889
H  -17.71803  -9.05569  28.31169
H  -17.75538  -8.63263  30.03318
H  -16.59390  -9.85433  29.47928
H  -18.55484  -6.34964  26.46971
H  -19.14812  -4.91282  27.18161
H  -19.45416  -6.40873  28.06155
H  -14.60400  -4.01546  28.27282
H  -13.84551  -4.98327  29.47415
H  -15.53555  -4.79361  29.72839
C  -8.92848  -4.25260  30.43330
O  -10.30571  -4.31032  29.88710
P  -11.12324  -2.89619  29.36432
O  -10.22230  -1.77880  29.08405
O  -11.93306  -3.47647  28.11348
C  -12.38844  -2.46594  27.20931
O  -12.33494  -2.60790  30.44728
C  -12.13743  -2.04577  31.64549
H  -8.45755  -3.28814  30.24311
H  -8.39861  -5.03128  29.88468
H  -8.88058  -4.49130  31.49576
H  -12.23218  -1.46541  27.61257
H  -13.44445  -2.44343  26.94016
H  -11.93262  -2.50859  26.22012
H  -11.05391  -1.94416  31.70686
H  -12.52345  -2.72775  32.40312
H  -12.70373  -1.11537  31.60340
C  -14.94987  -16.45567  28.81983
O  -15.52499  -15.18466  28.90231
P  -16.22367  -14.80285  30.23693
O  -15.26440  -15.00350  31.34294
O  -16.46960  -13.28128  29.90378
C  -17.78266  -12.76622  29.63141
O  -17.60388  -15.60373  30.17689
C  -18.45776  -15.68684  31.25446
H  -15.52853  -17.22374  28.30668
H  -14.88601  -16.99698  29.76377
H  -13.91343  -16.40561  28.48611
H  -18.13357  -13.06935  28.64496
H  -17.85390  -11.68746  29.77037
H  -18.59464  -13.05892  30.29708
H  -18.16687  -15.15161  32.15834
H  -18.83034  -16.70725  31.34415
H  -19.29255  -15.01279  31.06238
C  -21.84982  -4.88352  33.60349
O  -20.99906  -5.51931  34.55384
P  -20.45600  -6.97647  34.08961
O  -19.43335  -7.62766  34.90074
O  -21.90753  -7.71805  34.13555
C  -22.09484  -8.68862  35.06998
O  -20.10265  -6.75006  32.50567
C  -18.93316  -6.04911  32.04755
H  -22.50937  -4.32733  34.26963
H  -22.41507  -5.63120  33.04708
H  -21.31962  -4.26006  32.88358
H  -21.63054  -9.54769  34.58570
H  -23.16399  -8.76688  35.26719
H  -21.54629  -8.33070  35.94124
H  -18.17288  -6.78565  31.78759
H  -18.58411  -5.31370  32.77244
H  -19.18458  -5.56709  31.10281

Forces on atoms 1 to 3 (eV/Å):
C 0.2172 -1.1991 -1.5043
O -0.7555 -0.1147 0.5170
P 0.8801 -1.6713 1.0930

Values from the calculation:
multiplicity: 1
SMILES: COP(=O)(OC)OC.COP(=O)(OC)OC.COP(=O)(OC)OC.COP(=O)(OC)OC.COP(=O)(OC)OC.COP(=O)(OC)OC
HOMO energy: -10.28 eV
total charge: 0
DFT total energy: -124424.0323 eV
energy above the lowest of the compared OMol25 structures with the same formula, charge and spin: 100.8 kcal per mole